Density functional theory data (ωB97M-V with the def2-TZVPD basis set) for a cluster of 2 separate species, C4H13NOS2 in total in a non-equilibrium geometry.

As for the SMILES: CCNCCSS.O. As for the HOMO-LUMO gap: 9.4 eV. As for the HOMO energy: -8.80 eV. As for the LUMO energy: 0.57 eV.

Structure (ORCA input):
```
! RIJCOSX wB97M-V def2-TZVPD def2/J DEFGRID3
* xyz 0 1
S 0.2952 -0.4631 3.8587
S 0.4459 -1.9589 2.4487
C -0.8871 -1.5474 1.2785
C -0.9826 -0.0699 0.8850
N 0.3283 0.5152 0.6110
C 0.2893 1.6595 -0.2745
C 0.0754 1.2702 -1.7823
H 0.9000 0.5321 3.1796
H -1.8616 -1.8306 1.6719
H -0.6929 -2.1410 0.3983
H -1.5667 0.5365 1.5717
H -1.5443 -0.1348 -0.0533
H 0.9705 -0.2542 0.5144
H -0.4918 2.3144 0.0421
H 1.3010 2.0534 -0.2338
H -0.9468 1.5471 -2.0575
H 0.0517 0.1907 -1.8439
H 0.7811 1.7697 -2.4378
H 0.8670 -1.0604 -3.2539
H 1.4340 -1.2122 -1.8672
O 1.2343 -1.7163 -2.6557
*
```